No. 1
C6H10O2 as an isolated structure. Source: OMol25; level of theory: ωB97M-V/def2-TZVPD.

Computed properties:
Energy above the lowest of the compared OMol25 structures with the same formula, charge and spin, kcal per mole: 98.1
Total energy, eV: -10474.915
Gap between HOMO and LUMO, eV: 8.823

ORCA input file:
```
! wB97M-V def2-TZVPD RIJCOSX def2/J DEFGRID3
* xyz 0 1
O 2.9416 -1.6331 0.5915
O -2.0874 -0.1763 -0.2575
C 0.4935 -0.3854 -0.2970
C 0.9910 -0.0943 1.1477
C 1.7553 -1.3211 0.5209
C -1.0734 0.6506 0.1558
C 0.5190 -1.9023 -0.1482
C -0.9154 1.9097 -0.6544
H -1.2536 0.8692 1.2066
H -0.2285 -2.3753 0.4958
H -0.0362 2.4728 -0.3372
H 0.8292 0.1188 -1.1987
H 0.7118 -2.4675 -1.0599
H -1.9962 -0.3366 -1.2115
H -1.7992 2.5429 -0.5103
H -0.8331 1.6884 -1.7213
H 1.6467 0.7608 1.2884
H 0.3351 -0.3214 1.9893
*
```

No. 2
C6H10O2 as an isolated structure. Source: OMol25; level of theory: ωB97M-V/def2-TZVPD.

Computed properties:
Energy above the lowest of the compared OMol25 structures with the same formula, charge and spin, kcal per mole: 118.1
Total energy, eV: -10474.050
Gap between HOMO and LUMO, eV: 9.463

ORCA input file:
```
! wB97M-V def2-TZVPD RIJCOSX def2/J DEFGRID3
* xyz 0 1
O -0.2213 3.4249 -0.2121
O -0.4186 -0.0663 1.2305
C 0.3990 -2.1123 0.1184
C -0.3708 -1.5036 1.2809
C -0.9789 1.2562 -1.0246
C -1.6239 0.9547 -2.0091
C 1.3175 1.5895 0.0166
C 0.1723 2.3151 -0.4250
H -2.1955 0.6275 -2.8414
H 2.1197 2.2280 0.3719
H 1.6505 0.8305 -0.6834
H 1.4331 -1.7692 0.1153
H 0.6083 0.5544 0.8442
H 0.0897 -1.7588 2.2368
H -1.4038 -1.8612 1.2957
H -0.0524 -1.8296 -0.8327
H -0.9212 0.3195 0.3136
H 0.3962 -3.1992 0.2044
*
```

No. 3
C6H10O2 as an isolated structure. Source: OMol25; level of theory: ωB97M-V/def2-TZVPD.

Computed properties:
Energy above the lowest of the compared OMol25 structures with the same formula, charge and spin, kcal per mole: 255.2
Total energy, eV: -10468.105
Gap between HOMO and LUMO, eV: 8.537

ORCA input file:
```
! wB97M-V def2-TZVPD RIJCOSX def2/J DEFGRID3
* xyz 0 1
O 1.5053 0.1808 -1.1045
O -0.7521 -0.3069 -0.5040
C 1.6058 -1.1646 -0.3727
C -0.1494 0.4473 0.5208
C 0.5978 -0.8835 0.9564
C -0.1824 1.7839 0.1559
C -2.1978 -0.4566 -0.3456
C 1.1828 1.1761 -0.2253
H -3.0046 0.5898 -0.9292
H 1.2304 -1.9983 -1.0366
H -0.0898 -1.6415 1.3592
H -2.2103 -1.3806 -1.3718
H -1.1836 1.8900 -0.5672
H 0.1767 2.8859 0.5448
H -2.7650 -0.9086 0.7338
H 1.9687 1.6593 0.3030
H 2.6523 -1.0462 0.0969
H 1.6151 -0.8262 1.7862
*
```

No. 4
One molecule with the formula C6H10O2. Source: OMol25; level of theory: ωB97M-V/def2-TZVPD.

Computed properties:
Energy above the lowest of the compared OMol25 structures with the same formula, charge and spin, kcal per mole: 120.1
SMILES: C1C[C@@H]2CO[C@@H](C1)O2
Total energy, eV: -10473.961
Gap between HOMO and LUMO, eV: 10.370

ORCA input file:
```
! wB97M-V def2-TZVPD RIJCOSX def2/J DEFGRID3
* xyz 0 1
O 1.5050 -1.0854 -0.3064
O 0.2101 0.0747 1.0308
C 1.8760 0.3413 -0.3230
C -0.9119 1.3492 -0.3908
C 0.1251 -0.8712 -0.1289
C 0.6277 1.1079 0.3270
C -1.9197 0.1325 -0.2281
C -1.2908 -1.2995 0.1503
H -1.3708 2.1482 0.2228
H 2.1768 0.6877 -1.3267
H -2.6841 0.5294 0.4696
H 2.7363 0.4990 0.3481
H -1.5087 -1.5032 1.2044
H -2.4312 0.0176 -1.1683
H 0.9619 1.9297 1.0151
H -1.0006 1.7221 -1.4654
H -1.5980 -2.2279 -0.5319
H -0.0413 -0.2769 -1.0020
*
```

No. 5
C6H10O2 as an isolated structure. Source: OMol25; level of theory: ωB97M-V/def2-TZVPD.

Computed properties:
Energy above the lowest of the compared OMol25 structures with the same formula, charge and spin, kcal per mole: 115.6
Total energy, eV: -10474.157
Gap between HOMO and LUMO (spin up / spin down), eV: 6.994 / 6.695

ORCA input file:
```
! wB97M-V def2-TZVPD RIJCOSX def2/J DEFGRID3
* xyz 0 1
O -0.6539 1.3032 -1.1242
O -0.8990 -1.9454 0.2971
C 1.5171 1.2077 0.8023
C 0.6128 -1.1781 -1.5281
C -1.7107 0.6902 0.9856
C 0.5431 0.3021 0.9598
C -0.3233 -0.9249 -0.4037
C -0.8466 0.3892 -0.0963
H 1.4914 1.9562 0.0253
H -2.0103 1.7140 1.1437
H 2.3327 1.2479 1.5109
H 0.5338 -0.4062 1.7745
H 0.4387 -0.5483 -2.3995
H -2.0429 -0.0810 1.6576
H 1.6426 -0.9695 -1.2024
H 0.5423 -2.2153 -1.8582
H -0.8300 2.1873 -0.7830
H -0.3379 -2.7290 0.2384
*
```

No. 6
C6H10O2 as an isolated structure. Source: OMol25; level of theory: ωB97M-V/def2-TZVPD.

Computed properties:
Energy above the lowest of the compared OMol25 structures with the same formula, charge and spin, kcal per mole: 71.1
Total energy, eV: -10476.087
Gap between HOMO and LUMO, eV: 10.423

ORCA input file:
```
! wB97M-V def2-TZVPD RIJCOSX def2/J DEFGRID3
* xyz 0 1
O 0.8454 0.6817 -0.8638
O 0.7692 -0.3605 1.1269
C -0.4624 -0.9492 0.6356
C -1.2768 0.3086 0.0545
C -0.3291 -0.0317 -1.1795
C 1.5836 0.0493 0.0535
C -0.3014 -1.4957 -0.8373
C -0.9776 1.5423 0.8629
H -0.7542 -1.3928 1.5791
H 0.6299 -2.1300 -1.0641
H 2.1609 0.8024 0.6949
H 2.2555 -0.7882 -0.3346
H -1.7953 2.3397 0.6843
H -1.2271 -1.8050 -1.1939
H -2.3333 0.2077 -0.1617
H -0.4883 0.2850 -2.2005
H -0.0262 1.9837 0.4992
H -0.7572 1.3866 1.8549
*
```

No. 7
C6H10O2 as an isolated structure. Source: OMol25; level of theory: ωB97M-V/def2-TZVPD.

Computed properties:
Energy above the lowest of the compared OMol25 structures with the same formula, charge and spin, kcal per mole: 84.0
Total energy, eV: -10475.526
Gap between HOMO and LUMO, eV: 9.554

ORCA input file:
```
! wB97M-V def2-TZVPD RIJCOSX def2/J DEFGRID3
* xyz 0 1
O 0.0254 -2.1633 -0.4820
O 1.6680 1.5780 0.3428
C 0.7062 1.0196 0.9446
C -0.3739 0.3976 0.2609
C 0.7847 -1.0810 -0.5640
C -0.8837 1.0803 -0.9916
C 1.9023 -0.6442 -0.9964
C -1.4567 -0.2141 1.1184
H 2.7264 -1.1576 -1.4634
H -2.0181 -0.9638 0.5567
H 0.2528 -2.6716 0.3112
H 0.8720 0.6940 1.9841
H -1.3673 0.3611 -1.6529
H -1.0456 -0.6885 2.0103
H -2.1826 0.5449 1.4212
H 2.0919 0.5171 -0.5375
H -0.0726 1.5578 -1.5356
H -1.6292 1.8335 -0.7269
*
```

No. 8
One molecule with the formula C6H10O2. Source: OMol25; level of theory: ωB97M-V/def2-TZVPD.

Computed properties:
Energy above the lowest of the compared OMol25 structures with the same formula, charge and spin, kcal per mole: 177.0
SMILES: CC1(C)[C@H]2OCO[C@@H]21
Total energy, eV: -10471.494
Gap between HOMO and LUMO, eV: 9.174

ORCA input file:
```
! wB97M-V def2-TZVPD RIJCOSX def2/J DEFGRID3
* xyz 0 1
O 0.8664 -0.6358 -1.5712
O -1.0261 0.8094 -1.1231
C -0.0240 0.3734 -2.1598
C 0.8918 -0.0489 -0.2235
C -0.1962 -1.3681 1.8474
C -0.7270 0.0137 -0.1561
C -0.0534 -0.1111 1.0459
C 0.1806 0.9614 2.0760
H 1.2077 1.0146 2.2384
H -0.0424 -2.4252 1.2816
H 0.7032 -1.3104 2.4598
H 1.1483 1.0537 -0.2392
H 0.7577 1.2504 -2.3451
H -0.9150 -1.3757 2.6868
H -0.8600 -1.1039 -0.5784
H -0.4153 0.6448 3.1302
H -0.2988 1.9331 1.6079
H -0.4390 0.0076 -3.2672
*
```

No. 9
An isolated ion of composition C6H10O2P and charge -1. Source: OMol25; level of theory: ωB97M-V/def2-TZVPD.

Computed properties:
Energy above the lowest of the compared OMol25 structures with the same formula, charge and spin, kcal per mole: 0.0
SMILES: C[C@@H]1[C@@H]2C[C@H]1[P@@](=O)([O-])C2
Total energy, eV: -19770.436
Gap between HOMO and LUMO, eV: 7.911

ORCA input file:
```
! wB97M-V def2-TZVPD RIJCOSX def2/J DEFGRID3
* xyz -1 1
P -2.0609 -0.1442 0.0292
O -2.9909 0.8366 0.6475
O -2.5795 -1.4627 -0.4189
C 0.5226 -0.7553 -0.1023
C 0.0982 1.1494 0.7668
C -0.4479 -0.2614 0.9709
C 0.4161 0.6751 -0.6575
C 1.9090 -1.1417 0.3899
C -0.8784 0.7422 -1.4285
H -1.2002 1.7589 -1.6462
H -0.8695 0.1471 -2.3400
H -0.4673 -0.7188 1.9600
H -0.6318 1.9524 0.8541
H 2.5904 -1.2698 -0.4529
H 1.2920 1.0989 -1.1678
H 0.9847 1.3805 1.3618
H 0.1249 -1.5372 -0.7557
H 1.8719 -2.0773 0.9469
H 2.3165 -0.3728 1.0428
*
```

No. 10
One molecule with the formula C6H10O3. Source: OMol25; level of theory: ωB97M-V/def2-TZVPD.

Computed properties:
Energy above the lowest of the compared OMol25 structures with the same formula, charge and spin, kcal per mole: 170.1
SMILES: C[C@H]1C=C[C@H](CO)OO1
Total energy, eV: -12519.397
Gap between HOMO and LUMO, eV: 10.083

ORCA input file:
```
! wB97M-V def2-TZVPD RIJCOSX def2/J DEFGRID3
* xyz 0 1
O 0.8870 1.0510 -0.1338
O 0.8112 0.4761 1.2042
O -0.1942 2.7217 -2.2865
C 0.6931 -0.9724 1.1225
C -0.3580 1.0727 -0.4891
C -0.2786 -1.3325 -0.0203
C -0.3070 1.2670 -1.9608
C -1.0056 -0.1972 -0.4104
C 0.4175 -1.3883 2.5576
H -0.3465 -0.7285 3.0270
H 0.5456 0.7029 -2.4560
H 0.0122 -2.4620 2.1588
H 1.5879 -1.4831 0.8074
H -1.1734 0.9433 -2.7367
H 0.7717 2.9799 -2.1223
H 1.5745 -1.6349 3.1129
H -1.1905 1.7960 -0.0660
H -1.8706 -0.5593 -0.9495
H -0.5765 -2.2524 -0.3592
*
```

No. 11
One molecule with the formula C6H10O3. Source: OMol25; level of theory: ωB97M-V/def2-TZVPD.

Computed properties:
Energy above the lowest of the compared OMol25 structures with the same formula, charge and spin, kcal per mole: 16.1
SMILES: CCC(=O)[C@H](O)C(C)=O
Total energy, eV: -12526.076
Gap between HOMO and LUMO, eV: 10.452

ORCA input file:
```
! wB97M-V def2-TZVPD RIJCOSX def2/J DEFGRID3
* xyz 0 1
O -1.9274 0.4350 0.0109
O 0.1590 1.8278 -1.2425
O 1.0331 -1.4416 -0.1036
C -1.3678 -0.0487 -0.9426
C 0.0618 0.3801 -1.1961
C -2.1249 -1.0261 -1.8107
C 0.8527 -0.2381 -0.0605
C 1.2405 0.6098 1.1695
C 1.5466 -0.1974 2.4126
H -1.4802 -1.8399 -2.1745
H 1.8514 0.4417 3.2357
H -2.5436 -0.4518 -2.6579
H 0.3911 -0.0656 -2.1428
H 2.3826 -0.8802 2.2356
H -0.2948 2.2382 -0.4851
H 2.1421 1.1671 0.8861
H 0.6392 -0.7393 2.7418
H 0.4059 1.3084 1.4034
H -2.9672 -1.4794 -1.2792
*
```

No. 12
A 2-piece molecular cluster, C6H10O3S overall. Source: OMol25; level of theory: ωB97M-V/def2-TZVPD.

Computed properties:
Energy above the lowest of the compared OMol25 structures with the same formula, charge and spin, kcal per mole: 67.8
Total energy, eV: -23357.734
Gap between HOMO and LUMO, eV: 9.025

ORCA input file:
```
! wB97M-V def2-TZVPD RIJCOSX def2/J DEFGRID3
* xyz 0 1
S 0.2357 -1.3380 1.7932
O 0.9245 2.2471 -0.6351
O -0.6246 -2.5669 1.8270
O -0.0131 -0.9846 -0.8040
C 0.9902 -1.2601 0.1248
C -0.8968 -0.0524 1.2039
C -1.9447 0.6304 -0.8988
C 2.3439 0.4624 0.1454
C -1.2717 -0.5864 -0.2288
C 1.6618 1.2923 -0.8548
H -2.0122 -1.3719 -0.1659
H 2.3824 0.8474 1.1436
H -1.7688 0.0215 1.8247
H -0.3967 0.9126 1.1282
H 1.5759 -2.0230 -0.2960
H 3.1902 -0.0610 -0.1279
H -2.6112 0.9462 -0.1291
H 1.9278 0.9089 -1.9275
H -1.3451 1.6249 -1.2038
H -2.3472 0.3506 -1.9192
*
```

- Which value of total energy does entry 2 give?
  -10474.050 eV

- Number 1 is which compound?
  C6H10O2